{"formula": "C2H13NO3S", "method": "ωB97M-V/def2-TZVPD", "orbital_gap_ev": 5.0, "total_energy_ha": -762.43197, "homo_ev": -8.3, "de_lowest_kcal_mol": 138.7, "symbols": ["C", "C", "S", "N", "H", "H", "H", "H", "H", "H", "H", "H", "H", "O", "H", "H", "O", "H", "H", "O"], "positions_angstrom": [[-0.59075, -0.52573, -0.74117], [-0.38403, 0.95419, -0.36402], [-1.87917, 1.78066, -0.44587], [0.71138, -1.26572, -0.68248], [-0.94025, -0.51427, -1.82848], [-1.29302, -1.03805, -0.04403], [0.20005, 1.36012, -1.14412], [0.14592, 1.05229, 0.55379], [-1.28989, -0.89493, -2.59278], [0.64479, -2.24007, -1.08292], [1.11206, -1.35707, 0.27049], [1.02076, -0.63725, 3.26560], [-0.21920, -0.02924, 2.54884], [0.52102, -0.67994, 2.42484], [2.11693, -0.35142, -3.40907], [1.77263, -0.48165, -1.80353], [2.49548, -0.24643, -2.52734], [-1.62573, 1.56827, 1.72496], [-1.18976, 2.19017, 3.15331], [-1.32922, 1.35608, 2.72400]]}

---

{"formula": "C2H13NO3S", "method": "ωB97M-V/def2-TZVPD", "orbital_gap_ev": 9.4, "smiles": "NCCS.O.O.O", "total_energy_ha": -762.60529, "homo_ev": -8.9, "de_lowest_kcal_mol": 30.0, "symbols": ["C", "C", "S", "N", "H", "H", "H", "H", "H", "H", "H", "H", "H", "O", "H", "H", "O", "H", "H", "O"], "positions_angstrom": [[0.20040, -1.31409, -0.30658], [0.40375, -2.48714, 0.75098], [-1.06952, -3.73165, 0.69001], [1.42485, -0.55637, -0.33159], [0.00788, -1.75063, -1.27916], [-0.64264, -0.88150, 0.22666], [1.30845, -3.05543, 0.53137], [0.22529, -2.04397, 1.71573], [-1.34732, -3.31199, -0.57195], [1.40794, 0.42863, -0.52665], [2.11930, -0.89265, 0.31107], [-2.72899, 4.34864, 3.56493], [-3.08647, 3.04884, 3.10810], [-3.40575, 3.95774, 3.01171], [4.27630, -0.08137, -3.50265], [2.76793, -0.21621, -3.39379], [3.58457, -0.50827, -2.98221], [-1.52566, 2.99922, -1.07295], [-2.40827, 3.07227, 0.18146], [-1.51206, 2.97592, -0.12450]]}

---

{"formula": "C2H13NO4", "method": "ωB97M-V/def2-TZVPD", "orbital_gap_ev": 10.4, "smiles": "C=NC.O.O.O.O", "total_energy_ha": -439.66968, "homo_ev": -9.7, "de_lowest_kcal_mol": 33.3, "symbols": ["C", "C", "N", "H", "H", "H", "H", "H", "H", "H", "O", "H", "H", "O", "H", "H", "O", "H", "H", "O"], "positions_angstrom": [[-0.82700, -0.88537, 1.20617], [-1.32888, -0.46100, -1.01825], [-1.63153, -0.21314, 0.19082], [-0.87089, -1.97180, 1.11524], [0.20895, -0.53599, 1.14533], [-1.21220, -0.65285, 2.19884], [-2.10687, -0.38039, -1.77384], [-0.55976, -1.22578, -1.21176], [2.58763, 0.03304, -1.87637], [1.66230, 0.50923, -0.73766], [2.17829, -0.23763, -1.04399], [0.16231, 2.21304, 0.58707], [1.58449, 2.28637, 1.04854], [1.03231, 1.85873, 0.38818], [1.90054, -3.03031, -0.37174], [1.83687, -1.71277, -1.03756], [1.36806, -2.55659, -0.99643], [-1.58408, 1.60482, 0.68133], [-2.67009, 2.77691, 0.79545], [-1.73046, 2.58148, 0.71063]]}

---

{"formula": "C2H13NO4", "method": "ωB97M-V/def2-TZVPD", "orbital_gap_ev": 10.4, "smiles": "C=NC.O.O.O.O", "total_energy_ha": -439.64544, "homo_ev": -9.8, "de_lowest_kcal_mol": 48.5, "symbols": ["C", "C", "N", "H", "H", "H", "H", "H", "H", "H", "O", "H", "H", "O", "H", "H", "O", "H", "H", "O"], "positions_angstrom": [[0.68045, 1.09426, 1.29353], [3.02810, 1.13458, 0.76424], [1.83774, 0.77737, 0.36315], [0.89838, 1.97602, 1.92211], [-0.19241, 1.39735, 0.76321], [0.29512, 0.21678, 1.84648], [3.80809, 0.57361, 0.39162], [3.26376, 2.07448, 1.34801], [-2.45077, -1.40104, -1.68497], [-2.94529, -0.37993, -0.59713], [-2.73523, -1.34718, -0.79984], [-0.82285, 1.01271, -1.82444], [-1.16924, 2.33304, -1.47794], [-1.37654, 1.48549, -1.19688], [-1.66373, -2.30101, 1.70988], [-0.45934, -3.16789, 1.67611], [-1.09539, -2.73240, 2.28169], [0.98989, -0.11625, -1.26819], [0.78734, -0.79262, -2.63510], [0.77535, 0.06410, -2.16726]]}

---

{"formula": "C2H13O4S", "method": "ωB97M-V/def2-TZVPD", "orbital_gap_ev": 6.8, "total_energy_ha": -783.19118, "homo_ev": -3.7, "de_lowest_kcal_mol": 19.2, "total_charge": -1, "symbols": ["C", "C", "S", "H", "H", "H", "H", "H", "H", "H", "O", "H", "H", "O", "H", "H", "O", "H", "H", "O"], "positions_angstrom": [[0.64404, 2.57687, 0.42188], [-0.43574, 2.11451, -0.55765], [-1.18039, 0.50557, -0.07314], [1.38821, 1.83352, 0.68364], [0.13978, 2.94850, 1.31615], [1.13851, 3.46563, 0.00524], [-0.01202, 2.11522, -1.56704], [-1.25506, 2.83233, -0.58259], [-3.03200, 0.86037, -1.34903], [-3.94455, 0.22190, -2.32744], [-3.87859, 1.04364, -1.82695], [2.10053, -4.63599, 0.18917], [1.01033, -4.07771, 0.92184], [1.36927, -4.95617, 0.73872], [0.42527, -0.76977, 1.93121], [0.65678, -2.10754, 2.07410], [0.65290, -1.34805, 2.68527], [1.14994, -0.30627, -0.46872], [1.21687, -1.42384, -1.35989], [1.84595, -0.89272, -0.85479]]}

---

{"formula": "C2H14BeF6NO11S2", "method": "ωB97M-V/def2-TZVPD", "orbital_gap_ev": [5.3, 9.0], "total_energy_ha": -2377.16981, "homo_ev": [-5.4, -9.6], "multiplicity": 2, "s_squared": 0.751, "symbols": ["Be", "C", "F", "F", "F", "S", "O", "O", "N", "S", "O", "O", "C", "F", "F", "F", "O", "H", "H", "O", "H", "H", "O", "H", "H", "O", "H", "H", "O", "H", "H", "O", "H", "H", "O", "H", "H"], "positions_angstrom": [[0.03669, 1.11568, 0.48826], [0.20146, -3.88283, 0.52610], [-0.55039, -4.99857, 0.37945], [0.90952, -3.93899, 1.63377], [1.06010, -3.69424, -0.48800], [-1.10883, -2.41737, 0.45483], [-2.36379, -3.04147, 0.16077], [-1.00290, -1.84038, 1.78746], [-0.48240, -1.13203, -0.65484], [-0.87669, -1.74894, -2.04148], [-0.91572, -3.16007, -2.21013], [-1.88622, -0.94397, -2.73634], [0.61879, -1.24213, -3.16326], [0.69741, 0.11074, -3.22710], [1.74176, -1.75183, -2.60704], [0.39886, -1.81908, -4.35087], [2.00787, 2.56894, 1.57567], [2.23143, 3.48037, 1.38708], [2.85078, 2.11633, 1.60550], [-0.84740, 3.35485, 1.32920], [-1.63340, 3.86918, 1.14512], [-0.45524, 3.78040, 2.09165], [2.39932, 1.35059, -0.85307], [2.72454, 0.45312, -0.92398], [3.00304, 1.86746, -1.38655], [-2.49866, 1.28615, 0.28894], [-2.82206, 1.53557, -0.57676], [-3.21818, 0.79087, 0.68038], [-0.68674, 2.30221, -1.64676], [-1.20193, 1.63868, -2.10561], [-0.62989, 3.03134, -2.26430], [1.48545, -0.41966, 1.78713], [1.13881, -1.17058, 2.26899], [2.36838, -0.29743, 2.13605], [-0.71096, 0.96818, 2.82751], [-0.74284, 1.63283, 3.51559], [-1.23994, 0.24609, 3.16663]]}

---

{"formula": "C2H14N2O4", "method": "ωB97M-V/def2-TZVPD", "orbital_gap_ev": 10.0, "smiles": "[H]/N=C/NC.O.O.O.O", "total_energy_ha": -495.08192, "homo_ev": -9.3, "de_lowest_kcal_mol": 0.0, "symbols": ["C", "N", "C", "N", "H", "H", "H", "H", "H", "H", "H", "H", "O", "H", "H", "O", "H", "H", "O", "H", "H", "O"], "positions_angstrom": [[-1.91319, 1.89044, -0.68806], [-1.09354, 0.68647, -0.55645], [-1.46989, -0.45105, -1.14634], [-0.99058, -1.62880, -0.89824], [-1.66673, 2.52559, -1.54543], [-2.93801, 1.53970, -0.77767], [-1.80222, 2.49580, 0.22242], [-0.45893, 0.67046, 0.23242], [-2.20393, -0.33442, -1.94850], [-1.45860, -2.28344, -1.51703], [0.86679, 2.00085, 2.07147], [1.86944, 0.92309, 1.54293], [0.98332, 1.31779, 1.40429], [-0.75660, -1.80484, 1.01345], [-0.19189, -0.60104, 1.82127], [-0.71599, -1.40236, 1.89378], [0.90476, -1.42354, -1.05075], [2.16604, -1.20135, -1.93716], [1.79095, -1.01978, -1.07439], [2.86147, -0.37990, 0.28103], [3.02374, -1.21263, 1.46749], [3.19357, -0.30702, 1.18946]]}

---

{"formula": "C2H14NO4", "method": "ωB97M-V/def2-TZVPD", "orbital_gap_ev": 11.5, "total_energy_ha": -440.07979, "homo_ev": -14.5, "de_lowest_kcal_mol": 6.0, "total_charge": 1, "symbols": ["C", "O", "C", "N", "H", "H", "H", "H", "H", "H", "H", "H", "H", "H", "O", "H", "H", "O", "H", "H", "O"], "positions_angstrom": [[0.28801, -1.34756, 1.38468], [1.14306, -0.27130, 0.99369], [-1.09626, -0.91964, 1.01277], [-1.21369, -0.63749, -0.45060], [0.40916, -1.49774, 2.45773], [0.56967, -2.26933, 0.87297], [2.00977, -0.60002, 0.72295], [-1.87098, -1.62377, 1.28096], [-1.36006, 0.01639, 1.50356], [-0.73497, -1.36640, -0.98018], [-0.68599, 0.21931, -0.84526], [-2.19001, -0.50656, -0.70049], [0.93833, -1.73874, -2.58311], [1.91217, -0.58059, -2.53653], [1.15629, -0.95407, -2.06272], [0.63392, 1.81665, 1.52508], [1.09717, 3.28330, 1.19641], [0.42207, 2.61892, 1.03900], [-1.10510, 2.52563, -1.03487], [0.29178, 2.07644, -1.44539], [-0.61435, 1.75657, -1.35065]]}

---

{"formula": "C2H14NO4S", "method": "ωB97M-V/def2-TZVPD", "orbital_gap_ev": 7.6, "total_energy_ha": -838.51832, "homo_ev": -4.1, "de_lowest_kcal_mol": 31.3, "total_charge": -1, "symbols": ["C", "C", "S", "N", "H", "H", "H", "H", "H", "H", "H", "H", "O", "H", "H", "O", "H", "H", "O", "H", "H", "O"], "positions_angstrom": [[0.35805, -1.28570, -1.09379], [-0.14716, -2.08530, 0.17857], [0.66135, -1.25288, 1.76022], [-0.21007, 0.14681, -1.07069], [1.44821, -1.17189, -1.07604], [-0.09860, -1.69221, -1.99598], [-1.29245, -2.12858, 0.11390], [0.21524, -3.13043, 0.19877], [-1.19139, -0.13599, -1.01584], [0.00213, 0.47922, -0.14532], [2.39913, 0.04943, 1.17131], [3.44097, 0.10395, -0.10771], [3.32419, 0.36541, 0.89629], [-3.43219, 2.34997, 0.02324], [-3.16675, 1.52689, 1.16179], [-3.69960, 2.23568, 0.92421], [-1.20031, -0.27593, 1.98357], [-1.78000, 1.45017, 2.35322], [-1.86395, 0.53431, 1.99710], [1.47526, 1.27498, -2.64366], [2.34547, 1.23579, -1.29549], [2.41245, 1.40630, -2.31766]]}

---

{"formula": "C2H14NO5", "method": "ωB97M-V/def2-TZVPD", "orbital_gap_ev": 7.7, "total_energy_ha": -515.56136, "homo_ev": -4.0, "de_lowest_kcal_mol": 31.9, "total_charge": -1, "symbols": ["C", "N", "C", "O", "H", "H", "H", "H", "H", "H", "H", "H", "O", "H", "H", "O", "H", "H", "O", "H", "H", "O"], "positions_angstrom": [[0.37580, 1.50938, -1.76131], [0.00246, 0.83977, -0.50502], [1.07795, 0.82737, 0.46411], [0.62003, 0.21033, 1.61596], [-0.07567, 1.02480, -2.63264], [1.45682, 1.46032, -1.86875], [-0.01376, 2.53480, -1.84022], [-0.79677, 1.31163, -0.10968], [1.52077, 1.77063, 0.85921], [2.04651, 0.37233, 0.10643], [0.34162, -1.56660, 1.29887], [-0.94097, -1.89645, 2.04675], [-0.30715, -2.29205, 1.46562], [-2.26606, -0.97554, -0.66806], [-0.93303, -1.38452, -0.48731], [-1.74400, -1.76614, -0.87155], [0.60011, -1.72609, -2.33508], [1.60718, -0.90054, -1.44132], [1.50505, -1.43380, -2.22931], [-0.74439, 2.77989, 1.36588], [-0.58214, 1.46922, 2.13540], [-1.24410, 2.19159, 1.93913]]}

---

{"formula": "C2H14NO5", "method": "ωB97M-V/def2-TZVPD", "orbital_gap_ev": 9.1, "total_energy_ha": -515.61080, "homo_ev": -5.3, "de_lowest_kcal_mol": 0.9, "total_charge": -1, "symbols": ["C", "O", "C", "N", "H", "H", "H", "H", "H", "H", "H", "H", "O", "H", "H", "O", "H", "H", "O", "H", "H", "O"], "positions_angstrom": [[-0.90803, 0.49771, -1.52884], [0.26206, 0.49879, -2.29171], [-1.13540, -0.86775, -0.86054], [-2.36443, -0.73279, -0.03315], [-0.89248, 1.29783, -0.76799], [-1.78111, 0.63369, -2.18259], [-1.14555, -1.64958, -1.62618], [-0.42123, -1.12740, -0.09277], [-3.25860, -0.80071, -0.50859], [-2.43498, -1.44501, 0.68595], [1.59802, 1.35406, 2.38646], [1.55729, 1.22511, 0.82022], [1.18619, 1.70867, 1.60231], [-1.84283, 0.54493, 1.30163], [-0.61191, 1.18042, 1.88329], [-1.48632, 0.83548, 2.15907], [1.29220, -1.85248, 1.42121], [2.08798, -1.22429, 0.31545], [1.95245, -2.12221, 0.77315], [2.77258, 0.29404, -0.88565], [1.01078, 0.42612, -1.56925], [1.91434, 0.13690, -0.48314]]}

---

{"formula": "C2H14NSi3", "method": "ωB97M-V/def2-TZVPD", "orbital_gap_ev": 10.2, "total_energy_ha": -1007.40042, "homo_ev": -13.6, "de_lowest_kcal_mol": 44.8, "total_charge": 1, "symbols": ["C", "C", "N", "Si", "Si", "Si", "H", "H", "H", "H", "H", "H", "H", "H", "H", "H", "H", "H", "H", "H"], "positions_angstrom": [[2.44243, 1.62161, -0.00874], [1.45619, -0.22669, -0.35392], [2.54935, -1.23705, 0.08823], [-4.15330, -0.33901, 0.00984], [-0.20629, -0.24617, 0.68768], [-2.15318, 0.61319, -0.51441], [1.77356, 1.76093, 0.81773], [3.43979, 1.54685, 0.42488], [2.37806, 2.38484, -0.92541], [1.17221, -0.32201, -1.34404], [2.25432, -2.21984, 0.10718], [2.61105, -0.97923, 1.03338], [3.43874, -1.17763, -0.36898], [-5.20462, 0.29364, -0.85194], [-4.59736, 0.11604, 1.46030], [-3.83196, -1.80368, -0.22014], [0.38249, 0.17642, 2.01372], [-0.21827, -1.67747, 0.81529], [-1.62761, -0.17679, -1.64145], [-1.90560, 1.89205, -1.22919]]}

---

What is the formula in the sixth record? C2H14BeF6NO11S2